[1]
Below is a structure of composition C6H12MgO6, with properties calculated with ωB97M-V with the def2-TZVPD basis set.

Computed properties:
HOMO (alpha / beta) ... 0.146 / 0.147 hartree
Spin multiplicity ... 2
Orbital gap (alpha / beta) ... 3.94 / 3.91 eV
Total charge ... -3
Max |F| ... 0.06269 hartree/bohr
LUMO level (alpha / beta) ... 7.911 / 7.903 eV
ΔE to the lowest compared entry with this formula, charge and spin ... 8.9 kJ/mol
Total energy ... -887.0151 a.u.

Cartesian coordinates (Å):
Mg 0.20 -0.03 -0.90
O -1.18 -0.59 0.47
C -0.84 -1.73 1.30
C -1.78 -2.07 2.55
O -2.66 -1.02 3.01
H 0.15 -1.43 1.64
H -0.61 -2.57 0.65
H -1.16 -2.46 3.35
H -2.38 -2.94 2.29
O 0.50 -1.61 -2.23
C 1.97 -1.67 -2.23
C 2.73 -0.48 -1.49
O 2.11 -0.01 -0.32
H 2.37 -1.86 -3.23
H 2.26 -2.54 -1.64
H 2.75 0.31 -2.24
H 3.78 -0.68 -1.28
O -1.48 2.26 1.83
C -0.89 3.07 0.79
C -1.13 2.75 -0.76
O -0.50 1.67 -1.42
H 0.19 3.06 0.98
H -1.20 4.08 1.05
H -0.96 3.68 -1.30
H -2.21 2.82 -0.87

=====

[2]
Below is a cluster of 2 separate species, CH2BrCl2 in total, with properties calculated with ωB97M-V with the def2-TZVPD basis set.

Computed properties:
HOMO ... -0.140 hartree
Spin multiplicity ... 1
Orbital gap ... 7.05 eV
Total charge ... -1
Max |F| ... 0.01983 hartree/bohr
LUMO level ... 3.234 eV
ΔE to the lowest compared entry with this formula, charge and spin ... 6.7 kJ/mol
Total energy ... -3533.7907 a.u.

Cartesian coordinates (Å):
Br -1.18 2.76 -0.45
C 0.24 -0.40 0.01
Cl 0.65 -2.00 -0.65
Cl 0.08 -0.53 1.77
H 0.97 0.34 -0.35
H -0.76 -0.17 -0.34

=====

[3]
Below is a cluster of 8 separate species, C48H72Br4N2O25P in total, with properties calculated with ωB97M-V with the def2-TZVPD basis set.

Computed properties:
HOMO ... -0.405 hartree
Spin multiplicity ... 1
Orbital gap ... 8.91 eV
Total charge ... +1
Max |F| ... 0.03618 hartree/bohr
LUMO level ... -2.115 eV
Total energy ... -14499.8046 a.u.

Cartesian coordinates (Å):
C 0.15 -1.75 4.22
C -0.35 -1.06 3.40
C -0.95 -0.31 2.29
C 0.30 0.42 1.67
C 1.56 -0.45 1.66
C 2.72 -0.34 0.64
C 3.51 -1.67 0.56
C 4.96 -1.56 1.00
C 5.54 -2.96 1.12
N 6.87 -2.97 1.73
N -0.03 1.15 0.37
C -1.23 2.13 0.56
O -0.85 3.43 0.73
C -0.95 3.85 2.11
C -2.36 4.27 2.45
C -2.50 4.65 3.92
C 1.10 2.04 -0.06
Br 2.14 2.79 1.34
C 1.34 2.40 -1.32
C 0.53 2.04 -2.54
Br 2.78 3.51 -1.77
C -0.36 0.04 -0.59
C -1.10 -1.23 -0.07
P 0.02 -2.68 -0.35
O -0.11 -3.16 -1.75
C -1.91 -1.10 1.28
C -3.13 -0.15 0.94
C -4.52 -0.69 0.63
C -4.75 -0.75 -0.87
O -4.93 0.64 -1.26
C -4.72 0.91 -2.57
C -5.54 0.16 -3.57
O -3.93 1.77 -2.87
C -2.56 -2.34 1.88
Br -3.13 -2.16 3.71
C -3.03 -3.46 1.33
C -3.74 -4.57 2.05
Br -2.95 -3.80 -0.53
H 0.36 -2.33 5.09
H -1.55 0.44 2.80
H 0.44 1.21 2.39
H 1.32 -1.51 1.69
H 2.02 -0.28 2.62
H 2.42 -0.07 -0.37
H 3.43 0.38 1.01
H 3.04 -2.45 1.16
H 3.52 -2.00 -0.48
H 5.55 -1.04 0.25
H 5.08 -1.03 1.95
H 5.60 -3.42 0.14
H 4.83 -3.57 1.69
H 6.78 -3.09 2.73
H 7.40 -3.77 1.41
H -1.86 2.05 -0.32
H -1.80 1.82 1.42
H -0.27 4.68 2.29
H -0.59 3.03 2.75
H -2.59 5.15 1.84
H -3.08 3.50 2.17
H -2.23 5.69 4.09
H -3.55 4.55 4.21
H -1.92 3.99 4.56
H -0.53 2.20 -2.33
H 0.77 2.70 -3.36
H 0.62 1.01 -2.84
H 0.56 -0.27 -1.07
H -0.96 0.46 -1.38
H -1.84 -1.42 -0.83
H 1.34 -2.27 -0.14
H -0.28 -3.64 0.63
H -2.87 0.41 0.05
H -3.22 0.60 1.71
H -5.21 0.09 0.95
H -4.87 -1.58 1.14
H -5.62 -1.34 -1.15
H -3.87 -1.11 -1.40
H -5.47 0.65 -4.54
H -6.58 0.18 -3.26
H -5.19 -0.87 -3.62
H -3.15 -4.93 2.89
H -4.69 -4.22 2.44
H -3.91 -5.41 1.38
C 0.65 1.88 7.98
C -0.28 0.75 7.60
O -0.73 1.17 6.30
C 0.18 2.00 5.78
O 0.14 2.41 4.65
O 1.11 2.34 6.69
H 1.48 1.56 8.60
H 0.12 2.70 8.47
H 0.24 -0.20 7.51
H -1.13 0.64 8.27
C 8.06 -6.57 -2.42
C 8.34 -5.11 -2.14
O 7.10 -4.66 -1.57
C 6.47 -5.74 -1.06
O 5.49 -5.68 -0.38
O 7.08 -6.88 -1.42
H 8.93 -7.21 -2.31
H 7.61 -6.73 -3.40
H 9.14 -4.97 -1.41
H 8.57 -4.54 -3.04
C 2.22 -0.25 -5.44
C 1.51 0.90 -6.13
O 2.58 1.81 -6.37
C 3.74 1.11 -6.41
O 4.79 1.55 -6.75
O 3.54 -0.16 -5.99
H 1.78 -1.22 -5.65
H 2.28 -0.12 -4.36
H 1.07 0.61 -7.08
H 0.75 1.37 -5.51
C 4.54 0.16 5.32
C 5.83 0.36 6.08
O 5.37 0.99 7.28
C 4.07 0.67 7.46
O 3.46 0.89 8.46
O 3.57 0.05 6.37
H 4.54 -0.73 4.70
H 4.29 1.03 4.70
H 6.31 -0.58 6.34
H 6.55 1.00 5.57
C -5.14 4.85 -2.60
C -4.01 5.78 -2.21
O -4.60 7.07 -2.41
C -5.94 6.94 -2.32
O -6.71 7.85 -2.30
O -6.30 5.63 -2.30
H -5.15 3.92 -2.04
H -5.14 4.62 -3.67
H -3.73 5.68 -1.16
H -3.12 5.67 -2.82
C -7.44 5.87 -5.10
C -8.12 5.95 -6.45
O -7.72 4.72 -7.06
C -7.41 3.84 -6.09
O -7.19 2.68 -6.25
O -7.37 4.46 -4.88
H -8.00 6.35 -4.30
H -6.42 6.27 -5.11
H -9.20 5.97 -6.37
H -7.79 6.80 -7.05
C 2.11 -7.58 -2.15
C 1.52 -6.29 -2.69
O 2.69 -5.54 -3.04
C 3.71 -6.42 -3.24
O 4.76 -6.12 -3.70
O 3.35 -7.66 -2.85
H 1.50 -8.45 -2.35
H 2.32 -7.52 -1.08
H 0.93 -6.45 -3.60
H 0.92 -5.74 -1.97

=====

[4]
Below is a structure of composition C20H26ClNO3, with properties calculated with ωB97M-V with the def2-TZVPD basis set.

Computed properties:
HOMO ... -0.301 hartree
Spin multiplicity ... 1
Orbital gap ... 8.60 eV
Total charge ... 0
Max |F| ... 0.27550 hartree/bohr
LUMO level ... 0.398 eV
ΔE to the lowest compared entry with this formula, charge and spin ... 1625.6 kJ/mol
Total energy ... -1517.7926 a.u.

Cartesian coordinates (Å):
C 4.48 -0.67 -0.14
H 5.04 -1.11 0.51
H 4.49 0.38 -0.21
H 4.72 -1.16 -1.21
C 3.06 -1.10 -0.07
C 2.23 -0.42 -0.92
C 1.73 -1.14 -1.84
C 0.63 -0.76 -2.89
C 0.40 0.60 -2.81
C 1.04 1.54 -1.89
C 1.77 0.87 -0.74
H 2.28 1.38 -0.09
H 0.91 2.54 -2.02
Cl -0.74 1.44 -3.85
H 0.17 -1.36 -3.67
H 1.82 -2.24 -1.83
O 2.80 -0.38 1.33
C 2.42 -1.33 2.46
C 0.83 -2.10 2.22
O 1.21 -3.15 1.48
H 0.30 -3.51 0.98
C -0.04 -1.18 1.87
N -1.27 -1.99 1.30
C -2.22 -2.05 2.32
H -2.97 -1.36 2.36
H -1.95 -2.50 3.05
H -2.91 -2.76 1.63
C -1.79 -1.76 -0.09
C -2.27 -0.38 -0.34
O -1.53 0.74 -0.01
C -2.04 1.89 -0.30
C -1.10 2.83 0.07
C -1.39 4.29 -0.10
C -2.36 4.60 -0.98
C -3.23 3.61 -1.39
C -3.20 2.30 -0.95
H -3.81 1.44 -1.58
H -4.07 4.06 -1.78
H -2.67 5.64 -1.07
H -0.68 4.99 0.44
H -0.17 2.82 0.76
H -2.49 -0.30 -1.24
H -3.24 -0.43 0.16
H -0.61 -1.73 -0.85
H -2.32 -2.68 -0.43
H 0.27 -0.51 0.71
H -0.36 -0.36 2.35
H 0.73 -2.35 3.09
H 2.99 -2.20 2.55
H 2.31 -0.83 3.47
H 2.77 -2.15 0.17

=====

[5]
Below is a cluster of 4 separate species, C17H43Cl3NO6P2 in total, with properties calculated with ωB97M-V with the def2-TZVPD basis set.

Computed properties:
HOMO ... -0.134 hartree
Spin multiplicity ... 1
Orbital gap ... 6.20 eV
Total charge ... -1
Max |F| ... 0.01922 hartree/bohr
LUMO level ... 2.554 eV
Total energy ... -3243.0126 a.u.

Cartesian coordinates (Å):
C -3.27 -1.68 0.90
C -2.23 -2.24 -0.09
Cl -3.08 -3.44 -1.14
C -1.58 -1.17 -0.96
Cl -0.80 -0.05 0.24
P -0.33 -1.73 -2.33
P -0.29 0.21 -3.54
N -1.90 0.84 -3.67
O 0.25 1.36 -2.44
O -0.06 -3.21 -1.44
C 0.88 -4.08 -2.04
C 1.64 -3.20 -3.01
Cl 2.51 -4.24 -4.22
O 0.68 -2.46 -3.62
H -4.27 -2.06 0.67
H -3.03 -2.00 1.91
H -3.28 -0.59 0.90
H -1.47 -2.78 0.46
H -2.39 -0.64 -1.46
H -1.47 -2.21 -3.06
H 0.84 -1.19 -1.63
H -2.28 1.15 -2.78
H -2.49 0.09 -4.04
H 1.04 0.98 -2.03
H 1.51 -4.48 -1.24
H 0.36 -4.87 -2.58
H 2.40 -2.59 -2.52
C 0.06 4.31 -1.10
C 0.37 4.64 -2.55
O -0.06 5.94 -2.95
C 0.51 7.02 -2.24
C 2.02 7.11 -2.37
H -1.00 4.47 -0.90
H 0.30 3.27 -0.90
H 0.63 4.94 -0.41
H -0.16 3.94 -3.20
H 1.44 4.51 -2.76
H 0.22 6.98 -1.18
H 0.05 7.91 -2.67
H 2.52 6.27 -1.88
H 2.38 8.03 -1.90
H 2.32 7.11 -3.42
C -3.39 3.19 5.22
C -3.09 2.15 4.15
O -3.87 2.29 2.98
C -3.72 3.51 2.28
C -2.30 3.80 1.81
H -4.46 3.21 5.45
H -2.85 2.95 6.14
H -3.10 4.20 4.91
H -3.32 1.16 4.53
H -2.02 2.16 3.91
H -4.10 4.35 2.88
H -4.38 3.42 1.42
H -1.63 3.98 2.65
H -2.29 4.69 1.18
H -1.91 2.96 1.24
C 4.58 -4.18 1.73
C 3.18 -4.74 1.54
O 3.10 -5.80 0.60
C 3.86 -6.95 0.90
C 3.46 -7.64 2.19
H 5.01 -3.90 0.76
H 4.55 -3.30 2.37
H 5.25 -4.91 2.19
H 2.53 -3.96 1.15
H 2.76 -5.05 2.51
H 4.93 -6.72 0.90
H 3.68 -7.62 0.06
H 3.69 -7.03 3.07
H 3.99 -8.58 2.30
H 2.39 -7.84 2.20

=====

[6]
Below is a structure of composition C4H2F12LiN2O9S4, with properties calculated with ωB97M-V with the def2-TZVPD basis set.

Computed properties:
HOMO ... -0.283 hartree
Spin multiplicity ... 1
Orbital gap ... 9.76 eV
Total charge ... -1
Max |F| ... 0.04439 hartree/bohr
LUMO level ... 2.063 eV
ΔE to the lowest compared entry with this formula, charge and spin ... 53.0 kJ/mol
Total energy ... -3739.1303 a.u.

Cartesian coordinates (Å):
Li -0.21 0.57 0.44
C 0.48 0.32 -3.54
F 1.72 -0.08 -3.85
F 0.58 1.55 -3.03
F -0.29 0.33 -4.60
S -0.18 -0.90 -2.26
O -0.97 -1.74 -3.09
O 0.88 -1.54 -1.58
N -1.03 0.11 -1.22
S -2.56 -0.08 -1.63
O -2.87 0.54 -2.88
O -3.16 -1.35 -1.39
C -3.39 1.01 -0.39
F -4.69 0.91 -0.53
F -3.03 0.63 0.87
F -3.03 2.29 -0.52
C 0.04 -2.71 2.00
F -1.28 -2.65 1.79
F 0.27 -3.72 2.84
F 0.65 -2.94 0.86
S 0.62 -1.12 2.80
O -0.59 -0.51 3.28
O 1.63 -1.51 3.72
N 1.15 -0.29 1.54
S 2.72 0.07 1.65
O 2.97 1.04 2.67
O 3.59 -1.04 1.49
C 2.90 1.04 0.11
F 2.65 0.31 -0.97
F 2.02 2.07 0.11
F 4.13 1.54 0.04
O -0.51 2.40 1.44
H 0.01 3.15 1.72
H -1.21 2.30 2.09

=====

[7]
Below is a cluster of 2 separate species, CH2NO3S in total, with properties calculated with ωB97M-V with the def2-TZVPD basis set.

Computed properties:
HOMO (alpha / beta) ... -0.166 / -0.153 hartree
Spin multiplicity ... 1
Orbital gap (alpha / beta) ... 7.56 / 7.96 eV
Total charge ... -1
Max |F| ... 0.05641 hartree/bohr
LUMO level (alpha / beta) ... 3.040 / 3.800 eV
ΔE to the lowest compared entry with this formula, charge and spin ... 628.6 kJ/mol
Total energy ... -717.8020 a.u.

Cartesian coordinates (Å):
C -0.38 0.60 0.14
N 0.73 0.23 0.67
O -0.96 -0.60 -2.20
O -0.25 2.64 1.00
O -0.06 -1.99 -0.38
S -1.10 -1.01 -0.79
H 1.16 0.98 1.18
H 0.88 -0.83 0.37

=====

[8]
Below is a structure of composition C25H33BiNOP2Si, with properties calculated with ωB97M-V with the def2-TZVPD basis set.

Computed properties:
HOMO ... -0.338 hartree
Spin multiplicity ... 1
Orbital gap ... 5.44 eV
Total charge ... +1
Max |F| ... 0.05818 hartree/bohr
LUMO level ... -3.750 eV
Total energy ... -2288.9210 a.u.

Cartesian coordinates (Å):
C 4.25 -2.32 -0.93
C 3.56 -1.13 -0.78
C 2.81 -0.62 -1.89
C 2.68 -1.41 -3.09
C 3.42 -2.61 -3.18
C 4.19 -3.06 -2.13
C 1.79 -0.95 -4.06
C 1.31 0.37 -4.05
C 1.50 1.12 -2.84
C 0.89 2.41 -2.71
C 0.21 2.95 -3.79
C 0.08 2.24 -4.99
C 0.63 0.98 -5.13
H 4.85 -2.69 -0.10
H 3.37 -3.17 -4.12
H 4.75 -4.00 -2.20
H 1.60 -1.57 -4.94
H -0.23 3.95 -3.69
H -0.46 2.70 -5.82
H 0.56 0.42 -6.07
N 2.07 0.52 -1.74
Bi -0.17 -0.40 -0.37
C 3.53 -0.39 0.54
H 3.61 0.70 0.38
H 4.35 -0.70 1.20
C 0.98 3.14 -1.38
H 1.99 3.05 -0.95
H 0.74 4.21 -1.47
P 1.93 -0.70 1.43
P -0.19 2.40 -0.14
C -1.77 3.10 -0.72
H -2.57 2.79 -0.03
H -1.73 4.20 -0.74
H -2.01 2.74 -1.72
C 0.19 3.35 1.37
H 0.09 4.44 1.19
H -0.50 3.04 2.16
H 1.22 3.13 1.69
C 2.10 -2.45 1.89
H 3.04 -2.63 2.44
H 1.25 -2.73 2.53
H 2.08 -3.08 0.99
C 2.17 0.21 3.00
H 1.29 0.04 3.64
H 3.07 -0.14 3.53
H 2.25 1.29 2.79
C -2.95 -0.35 -1.28
O -4.09 -0.44 -1.33
H -0.05 -1.18 -2.09
C -3.43 -2.16 4.70
Si -4.00 -1.30 3.13
C -5.20 -2.45 2.27
C -4.97 0.21 3.65
C -2.62 -0.88 1.98
C -1.61 -0.65 1.30
H -4.29 -2.42 5.33
H -2.76 -1.52 5.29
H -2.89 -3.10 4.46
H -6.05 -2.68 2.93
H -5.60 -1.99 1.36
H -4.72 -3.40 2.00
H -4.34 0.92 4.22
H -5.38 0.74 2.78
H -5.80 -0.08 4.30

=====

no.,molecular weight (g mol⁻¹)
1,204.46
2,164.84
3,1427.68
4,363.88
5,525.84
6,585.25
7,108.10
8,662.56